1.
ORCA calculation (wB97M-V/def2-TZVPD) on a structure of composition C29H33IKN3O3.

Last column: Löwdin charge in e.
Geometry (Å):
I: 3.4337 2.7219 -0.9794  0.895
K: -0.5291 -0.7188 0.1630  0.824
O: -0.2731 -2.3050 -1.7342  -0.161
O: -0.3269 -4.0922 -0.3745  0.033
O: -2.8319 -1.7712 -0.6779  -0.129
N: -2.2171 0.8152 -1.5245  0.081
N: 2.0544 -1.8272 -0.0585  0.085
N: 1.5633 0.8452 -2.2550  0.037
C: 2.2329 1.9427 -2.5329  -0.779
C: 4.3283 -2.5600 0.0364  -0.065
C: 2.4649 1.6002 2.8097  -0.047
C: 0.2766 3.1525 1.6869  -0.046
C: -3.6107 -1.1929 -1.6911  -0.193
C: -1.7764 1.9825 -2.0013  -0.142
C: 0.0027 1.7944 2.3018  -0.189
C: 0.8303 0.2888 -3.2239  -0.124
C: 2.6526 -3.9887 -0.8863  -0.004
C: 2.2187 2.5796 -3.7633  -0.140
C: 3.3308 -1.6320 0.2723  -0.143
C: -3.5121 0.5482 -3.5055  -0.017
C: -1.5428 0.0046 2.8311  -0.242
C: 0.8358 -0.2903 3.2143  -0.191
C: 1.0713 1.0143 2.7652  -0.177
C: -2.4775 2.1833 1.9748  -0.033
C: 1.7233 -2.9856 -0.6377  -0.195
C: -3.0605 1.7628 -3.9866  -0.062
C: 3.9754 -3.7671 -0.5560  -0.063
C: 0.2438 -3.1665 -0.9592  -0.702
C: 1.9819 -1.1872 3.6279  -0.039
C: -2.1725 2.5028 -3.2183  -0.067
C: 1.4418 2.0037 -4.7601  -0.072
C: -3.0719 0.1084 -2.2583  -0.247
C: -1.3071 1.3085 2.3779  -0.215
C: -0.4722 -0.7868 3.2604  -0.218
C: 0.7400 0.8425 -4.4928  -0.058
C: -2.9414 -0.5727 2.7969  -0.035
C: -0.7240 -2.1897 3.7737  -0.024
H: -0.4975 3.4245 0.9729  0.062
H: -2.0752 -2.2409 -1.0909  0.037
H: 5.3522 -2.3464 0.3114  0.100
H: 3.0271 1.3607 1.9042  0.034
H: -3.3869 2.1292 -4.9518  0.108
H: -1.7882 3.4526 -3.5647  0.106
H: 1.2238 3.1468 1.1526  0.010
H: -2.9106 -1.6262 2.5206  0.082
H: -3.3349 1.9903 2.6169  0.080
H: 3.0232 1.2238 3.6642  0.079
H: -0.6754 -2.9266 2.9656  0.101
H: 2.7931 3.4776 -3.9373  0.090
H: -3.5591 -0.0727 2.0549  0.072
H: 3.5610 -0.6788 0.7374  0.088
H: -4.5935 -0.9888 -1.2562  0.132
H: 0.3033 -0.6196 -2.9478  0.087
H: 2.3250 -4.9207 -1.3263  0.121
H: 1.3998 2.4645 -5.7393  0.109
H: -3.4417 -0.4946 3.7658  0.096
H: 1.8509 -2.1853 3.2109  0.083
H: 4.7256 -4.5234 -0.7493  0.105
H: -1.0669 2.5202 -1.3794  0.106
H: 2.4255 2.6834 2.9014  0.075
H: -2.7774 1.9964 0.9395  0.076
H: 0.0160 -2.4687 4.5203  0.074
H: -2.2375 3.2390 2.0748  0.074
H: 0.3208 3.9402 2.4449  0.097
H: 0.1321 0.3749 -5.2553  0.109
H: 2.0351 -1.2769 4.7164  0.094
H: 2.9384 -0.8129 3.2755  0.059
H: -1.7037 -2.2622 4.2405  0.077
H: -3.7635 -1.8898 -2.5212  0.130
H: -4.1961 -0.0577 -4.0862  0.116

Cartesian forces, eV/Å:
I -0.05 -0.01 -0.15
K 0.29 0.75 0.40
O -0.12 -0.25 -0.13
O -0.05 0.11 -0.02
O 0.01 -0.04 -0.04
N 0.12 0.06 0.11
N -0.04 -0.07 -0.06
N 0.00 0.04 0.19
C -0.02 -0.14 0.04
C 0.01 -0.06 -0.03
C -0.12 -0.06 -0.02
C -0.02 -0.14 0.13
C 0.05 -0.04 0.02
C -0.09 -0.05 -0.06
C 0.02 0.08 -0.08
C -0.09 0.05 -0.04
C -0.02 -0.07 -0.04
C -0.04 0.00 -0.08
C -0.04 0.01 -0.03
C 0.03 0.07 -0.01
C -0.07 0.05 0.12
C 0.08 0.04 -0.04
C -0.06 -0.03 0.02
C 0.14 -0.07 0.09
C 0.04 0.15 0.03
C -0.01 -0.02 0.01
C 0.03 0.06 0.04
C 0.11 -0.44 -0.06
C -0.14 0.10 -0.04
C 0.00 0.05 -0.04
C 0.12 0.16 0.01
C -0.01 -0.02 -0.03
C -0.10 0.07 -0.02
C -0.04 -0.15 0.08
C 0.00 -0.06 0.00
C 0.13 -0.05 -0.06
C 0.02 0.21 -0.04
H 0.01 0.02 -0.01
H -0.05 -0.09 -0.21
H -0.01 0.01 0.00
H 0.05 0.03 0.00
H -0.01 -0.01 0.00
H 0.02 0.00 0.03
H 0.00 0.04 0.00
H -0.07 0.00 0.02
H -0.03 0.00 -0.04
H 0.00 0.00 0.00
H -0.02 -0.04 0.03
H 0.00 0.00 0.01
H -0.02 -0.01 0.01
H 0.00 -0.01 0.01
H -0.02 0.02 -0.03
H 0.06 -0.03 -0.03
H -0.01 0.01 0.01
H -0.01 -0.01 0.00
H 0.00 0.01 0.01
H 0.03 -0.03 0.03
H 0.00 0.00 -0.01
H 0.00 -0.02 0.02
H 0.05 0.01 -0.02
H -0.05 0.02 0.00
H 0.00 -0.04 -0.01
H -0.01 0.00 -0.01
H 0.00 0.02 -0.02
H -0.01 -0.05 0.04
H 0.04 -0.05 0.00
H 0.00 -0.02 -0.01
H 0.00 -0.06 -0.02
H -0.03 -0.01 0.00
H 0.00 -0.03 0.02

The total charge is 0. As for the lowest unoccupied orbital energy: 0.3 eV. The value obtained for the energy above the lowest of the compared OMol25 structures with the same formula, charge and spin is 0.4187 eV. The calculation puts the HOMO-LUMO gap at 8.717 eV. The HOMO energy comes out at -8.449 eV.

2.
ORCA calculation (wB97M-V/def2-TZVPD) on a structure of composition C29H33IrN3O2S3.

Last column: Mulliken spin population.
Geometry (Å):
Ir: 1.1179 -0.5586 -0.5551  0.006
S: 1.6112 -2.7758 -1.2496  -0.006
S: 3.4404 -0.4319 0.0787  0.010
S: 4.6564 -1.2704 -3.2591  0.000
O: -2.2931 -2.7431 -0.0854  0.002
O: 1.8947 1.7776 2.4748  0.083
N: 0.5152 -1.1583 1.2177  0.009
N: -0.8467 -1.1115 -0.8736  0.000
N: 0.8593 1.2041 0.4602  0.350
C: -1.0099 -1.9497 -3.6573  0.002
C: 4.0589 -2.1471 -0.0456  0.000
C: 0.7191 2.5000 -1.5125  0.112
C: -1.7839 -0.4846 -1.7487  0.003
C: 2.9259 -3.1473 -0.0586  0.001
C: 0.9230 1.2886 -2.3803  -0.017
C: 4.5855 0.4858 -0.9962  -0.001
C: 0.4296 -0.7355 3.5203  0.000
C: 0.5930 2.3997 -0.0800  0.206
C: -0.4673 -2.0555 1.2701  0.001
C: -2.6127 0.8213 0.2583  0.001
C: -3.5126 1.1497 -2.0589  -0.003
C: -2.6199 0.5055 -1.2125  -0.001
C: 0.1692 3.5428 0.6897  0.116
C: -2.7559 -0.1721 -3.9168  0.003
C: 4.4691 0.3729 -2.5119  0.000
C: 2.9571 -1.7942 -3.6386  0.000
C: 0.3221 4.8645 -1.3327  0.197
C: 0.8443 -0.3790 2.2553  -0.020
C: -0.9158 -2.4730 2.5141  0.002
C: -3.5791 0.8193 -3.4046  -0.001
C: 0.6217 3.7290 -2.1028  -0.006
C: 0.0709 4.7498 0.0307  -0.038
C: -0.2565 3.4548 2.1246  -0.014
C: 1.2995 0.9839 1.8132  -0.041
C: -1.2870 -2.0801 -0.0220  -0.001
C: -0.3970 -1.8581 3.6455  0.001
C: -1.8516 -0.8386 -3.0988  -0.002
C: 2.4339 -3.0030 -2.8734  0.001
H: 4.6512 -2.2144 -0.9549  0.000
H: 4.7006 -2.3083 0.8202  0.000
H: 0.7596 3.8281 -3.1718  0.003
H: 4.4661 1.5271 -0.6885  0.000
H: -4.1705 1.9092 -1.6548  0.000
H: -0.6874 2.4816 2.3637  -0.004
H: 3.2297 -3.7240 -2.6803  0.000
H: 1.3587 1.5656 -3.3416  0.001
H: 1.6763 -3.5123 -3.4687  0.000
H: -0.7287 -2.1688 4.6274  0.000
H: 0.2467 5.8309 -1.8129  -0.002
H: 3.5594 0.8293 -2.8890  -0.001
H: -0.0221 0.7780 -2.5870  0.016
H: -3.1996 0.0767 0.8029  0.000
H: -0.2379 5.6238 0.5893  0.005
H: 2.9767 -2.0822 -4.6905  0.000
H: -0.9304 -1.8773 -4.7410  0.000
H: -0.0053 -1.9342 -3.2335  0.000
H: 0.6919 -0.1198 4.3699  0.000
H: -3.0570 1.7967 0.4512  -0.001
H: -4.2790 1.3291 -4.0530  0.000
H: -2.8206 -0.4438 -4.9631  0.000
H: -1.0141 4.2118 2.3173  0.004
H: 1.7368 0.5779 -1.9982  0.000
H: 5.5734 0.1721 -0.6554  0.001
H: -1.4449 -2.9213 -3.4115  0.000
H: 0.5788 3.6307 2.8024  0.012
H: 5.2863 0.9672 -2.9256  0.000
H: 2.2758 -0.9456 -3.5752  0.000
H: 3.2983 -4.1475 -0.2838  0.000
H: -1.6040 0.8088 0.6771  0.010
H: 2.4161 -3.2022 0.9045  0.000
H: -1.7128 -3.2032 2.5648  0.000

Cartesian forces, eV/Å:
Ir 0.00 0.34 -0.11
S 0.03 0.04 -0.06
S 0.00 -0.01 0.05
S -0.02 0.07 -0.05
O 0.03 0.11 -0.06
O 0.09 -0.15 -0.08
N -0.05 -0.14 -0.23
N 0.12 0.02 0.14
N 0.09 -0.23 -0.01
C -0.02 -0.04 0.06
C 0.02 0.01 0.01
C 0.02 0.01 -0.03
C -0.08 0.03 -0.04
C -0.02 0.00 0.00
C -0.07 -0.23 0.08
C -0.02 -0.01 -0.05
C 0.05 0.03 -0.02
C 0.04 0.09 -0.05
C 0.05 0.10 0.06
C -0.01 -0.08 0.03
C 0.00 0.02 -0.09
C 0.07 -0.02 0.00
C 0.01 0.00 0.06
C -0.03 0.09 -0.01
C 0.06 -0.05 0.05
C 0.00 0.02 0.01
C 0.02 -0.07 0.00
C -0.03 -0.11 0.13
C -0.04 -0.03 -0.05
C 0.05 -0.01 0.03
C -0.01 0.05 0.02
C -0.01 0.02 -0.01
C -0.07 0.07 -0.03
C 0.03 0.17 0.21
C -0.10 -0.23 0.05
C 0.02 0.03 0.04
C -0.01 -0.04 0.02
C 0.00 -0.01 0.08
H 0.00 0.00 0.03
H 0.00 -0.01 0.00
H 0.00 0.01 0.00
H -0.01 -0.01 0.00
H 0.00 0.00 -0.01
H -0.02 0.04 0.01
H -0.01 -0.02 -0.03
H 0.01 -0.02 -0.01
H -0.02 0.01 0.01
H 0.01 0.00 0.00
H -0.01 0.00 -0.01
H -0.07 0.02 -0.02
H 0.05 0.05 0.00
H 0.00 0.01 0.02
H 0.00 0.00 -0.01
H 0.00 0.00 -0.01
H -0.01 -0.01 0.01
H 0.06 0.05 -0.03
H -0.01 0.00 0.00
H -0.02 0.00 0.00
H -0.01 -0.01 0.01
H -0.01 0.01 0.00
H -0.02 0.00 -0.01
H -0.03 0.03 -0.12
H 0.00 -0.01 0.01
H 0.01 0.00 0.01
H -0.04 0.01 -0.03
H 0.01 -0.01 0.01
H 0.00 0.00 0.02
H 0.01 0.00 0.01
H -0.06 0.00 -0.02
H -0.02 0.00 0.00
H 0.00 0.00 -0.01

The total charge is +2. As for the lowest unoccupied orbital energy (spin up / spin down): -6.7 / -8.6 eV. The value obtained for the energy above the lowest of the compared OMol25 structures with the same formula, charge and spin is 0.0000 eV. The calculation puts the HOMO-LUMO gap (spin up / spin down) at 7.153 / 5.192 eV. The HOMO energy (spin up / spin down) comes out at -13.830 / -13.839 eV. As for the multiplicity: 2.

3.
ORCA calculation (wB97M-V/def2-TZVPD) on a structure of composition C29H33N3ORu at a distorted geometry.

Last column: Mulliken spin population.
Geometry (Å):
Ru: 0.5825 1.0291 -0.0259  2.711
O: 2.3475 0.5938 2.3999  0.003
N: 2.9519 4.6631 -0.3462  0.059
N: 0.7792 -2.2736 -1.1434  0.063
N: 2.9093 -1.7344 -1.2515  -0.023
C: 5.2280 4.1149 0.0400  0.087
C: 0.0226 3.8147 1.7027  -0.005
C: -3.3238 -5.4547 1.1925  0.000
C: -2.3415 -4.4674 0.6242  -0.001
C: -0.6902 3.6730 -1.3472  0.814
C: -1.8912 0.7618 0.6454  0.060
C: 3.6572 2.3592 -0.3129  0.093
C: -1.6132 1.3690 -0.6405  0.322
C: 1.7230 0.7654 1.4221  0.150
C: 1.3225 -2.8801 -2.2908  0.014
C: -1.0457 2.6467 -0.3563  -0.073
C: -0.3844 -2.7382 -0.5004  -0.026
C: 4.2198 5.0643 -0.2494  -0.040
C: 2.5802 -2.3600 -2.4245  0.019
C: 4.9471 2.7410 0.0253  -0.023
C: -1.3327 1.5722 1.6656  0.216
C: -2.7700 -0.4063 0.8399  -0.006
C: -0.6667 2.6763 1.0348  0.062
C: 1.7115 -1.2986 -0.7625  0.181
C: -2.3347 -4.1899 -0.7504  0.003
C: 0.6843 -2.5202 1.8058  -0.008
C: 1.2907 2.9764 -0.8174  0.545
C: -1.4549 1.3855 3.1288  -0.015
C: -1.5319 -3.0088 -2.7736  -0.005
C: -1.3780 -3.8452 1.4368  0.013
C: -0.3798 -3.0200 0.8844  -0.051
C: -1.4042 -3.2993 -1.3107  -0.014
C: -2.1540 0.9894 -1.9742  0.001
C: 2.6708 3.3456 -0.5114  -0.150
H: -2.3342 1.9229 3.5176  0.015
H: 0.8912 -3.6976 -2.8116  0.002
H: -1.4762 1.3068 -2.7771  0.004
H: -0.6115 4.7080 1.8154  0.002
H: 0.9110 4.1114 1.1344  0.000
H: -2.3095 -0.0925 -2.0367  0.009
H: -3.0647 -4.6844 -1.4121  0.000
H: -0.7751 3.3361 -2.3811  -0.050
H: -2.5162 -3.3686 -3.1124  0.000
H: -3.8065 -0.0551 0.9728  0.008
H: -3.6263 -5.1672 2.2069  0.000
H: -2.8956 -6.4680 1.2408  0.000
H: 0.4980 -1.4835 2.1257  0.011
H: -4.2123 -5.4953 0.5518  0.000
H: 5.6824 1.9465 0.2156  -0.002
H: 0.6695 -3.1437 2.7120  0.002
H: 1.2322 2.2013 -1.6543  -0.034
H: -0.7978 -3.5371 -3.3942  0.001
H: 3.3183 1.3307 -0.4326  0.048
H: -3.1189 1.4871 -2.1583  0.005
H: -1.4635 -1.9407 -3.0159  -0.001
H: 0.3571 3.5288 2.7051  0.005
H: -2.7402 -1.0700 -0.0336  -0.001
H: 0.6441 3.8548 -1.1174  0.015
H: 4.5014 6.1323 -0.4034  -0.002
H: -1.0217 4.6966 -1.1730  -0.034
H: 1.6923 -2.5683 1.3832  -0.007
H: -0.5720 1.7691 3.6561  0.003
H: -2.4764 -0.9766 1.7309  0.012
H: 3.1945 -2.3673 -3.2977  -0.003
H: -1.5757 0.3237 3.3737  0.003
H: -1.3530 -4.0361 2.5255  0.001
H: 6.2242 4.4512 0.2846  0.009

Cartesian forces, eV/Å:
Ru -0.15 -0.81 -2.61
O -1.00 0.50 -2.25
N 0.01 0.78 -1.25
N -0.05 0.67 -1.53
N -0.93 4.61 -1.35
C 0.16 0.49 -0.20
C 0.16 0.29 0.27
C -0.10 -0.06 0.03
C 0.51 0.29 -0.06
C -3.72 0.09 -0.66
C 0.65 0.50 -0.10
C 0.19 0.12 -0.15
C -0.90 0.76 1.29
C 2.00 -1.12 4.95
C 0.47 0.26 -0.14
C 0.33 0.27 0.41
C -0.30 -1.25 -0.13
C 0.59 -1.56 0.73
C -0.92 -1.88 1.20
C -0.81 -0.19 -0.29
C -0.31 0.12 -0.82
C -0.23 -0.43 0.13
C -1.89 0.64 -0.17
C 1.16 -1.67 2.38
C 0.23 0.36 0.40
C 0.18 -0.03 0.77
C 4.42 -1.59 -0.74
C 0.02 -0.27 0.32
C -0.49 -0.22 -0.81
C -0.16 0.09 -0.60
C -0.39 -0.11 -0.07
C -0.16 -0.20 0.60
C -0.15 -0.19 -0.15
C -0.21 0.37 0.41
H 0.17 -0.11 0.01
H -0.29 -0.17 -0.24
H -0.12 -0.22 0.09
H 0.00 -0.20 -0.04
H -0.21 0.07 0.24
H 0.04 0.16 -0.12
H 0.30 0.35 0.37
H 0.11 0.32 0.12
H 0.18 0.24 0.10
H 0.10 -0.25 0.01
H 0.00 -0.10 -0.20
H -0.10 0.25 0.00
H 0.12 -0.25 -0.25
H 0.07 -0.08 0.22
H -0.14 0.65 0.01
H 0.04 0.17 -0.13
H 0.36 0.74 0.02
H -0.33 0.27 0.18
H 0.59 0.02 0.01
H 0.13 -0.13 0.02
H 0.16 -0.23 0.14
H -0.01 0.05 -0.09
H -0.06 -0.01 0.29
H 0.98 0.10 0.11
H -0.59 -0.79 0.50
H 0.01 -0.10 0.06
H -0.24 0.15 -0.10
H -0.16 -0.14 -0.05
H -0.18 -0.03 -0.24
H 0.70 -0.64 -0.08
H 0.04 0.15 0.11
H -0.06 0.05 -0.70
H 0.18 0.10 -0.16

The total charge is -1. As for the lowest unoccupied orbital energy (spin up / spin down): 2.7 / 1.9 eV. The calculation puts the HOMO-LUMO gap (spin up / spin down) at 4.765 / 5.816 eV. The HOMO energy (spin up / spin down) comes out at -2.071 / -3.889 eV. As for the multiplicity: 6.

no.,energy (Eh)
1,-2412.586043
2,-2737.998676
3,-1458.939456